[1]
{"formula": "C19H62F8N4O18PS", "method": "ωB97M-V with the def2-TZVPD basis set", "total_charge": 1, "homo_ev": -10.56, "largest_force_ev_per_a": 10.22, "orbital_gap_ha": 0.206, "elements": ["C", "C", "C", "C", "C", "C", "P", "N", "C", "N", "N", "S", "O", "O", "C", "F", "F", "C", "F", "F", "C", "F", "F", "F", "C", "C", "C", "O", "O", "C", "C", "F", "C", "C", "C", "O", "C", "N", "H", "H", "H", "H", "H", "H", "H", "H", "H", "H", "H", "H", "H", "H", "H", "H", "H", "H", "H", "H", "H", "H", "H", "H", "H", "H", "H", "H", "H", "H", "H", "H", "H", "H", "H", "H", "O", "H", "H", "O", "H", "H", "O", "H", "H", "O", "H", "H", "O", "H", "H", "O", "H", "H", "O", "H", "H", "O", "H", "H", "O", "H", "H", "O", "H", "H", "O", "H", "H", "O", "H", "H", "O", "H", "H"], "positions_angstrom": [[0.505, 5.362, -0.759], [-0.398, 4.834, 0.488], [-1.191, 3.469, 0.122], [-0.442, 2.173, 0.756], [-1.429, 1.066, 1.333], [-1.277, -0.410, 0.747], [-2.506, -1.416, 1.861], [-4.004, -0.801, 1.777], [-1.791, -0.625, -0.757], [-2.710, 0.482, -1.082], [-0.797, -1.033, -1.794], [-0.399, 0.174, -3.046], [-1.630, 0.466, -3.880], [0.014, 1.491, -2.479], [0.781, -0.516, -4.337], [0.454, 0.102, -5.565], [0.567, -1.901, -4.582], [2.328, -0.287, -4.122], [2.931, -0.619, -5.371], [2.950, -1.189, -3.220], [2.827, 1.199, -3.822], [4.164, 1.269, -4.312], [2.110, 2.207, -4.462], [2.939, 1.403, -2.417], [0.520, -1.599, -1.352], [0.607, -2.212, 0.110], [-0.213, -3.541, 0.380], [-1.297, -3.770, -0.592], [-1.217, -5.063, -1.010], [2.166, -2.577, 0.347], [2.759, -3.636, -0.684], [3.010, -1.400, 0.242], [0.202, -0.959, 1.085], [0.514, -1.216, 2.625], [2.001, -0.736, 3.074], [2.229, 0.653, 2.783], [1.994, -0.855, 4.700], [3.210, -0.143, 5.226], [1.532, 4.872, -0.656], [0.675, 6.476, -0.588], [0.005, 5.147, -1.755], [0.329, 4.702, 1.353], [-1.131, 5.656, 0.812], [-2.206, 3.559, 0.632], [-1.331, 3.358, -1.001], [0.135, 2.607, 1.654], [0.379, 1.782, 0.059], [-2.482, 1.503, 1.276], [-1.233, 0.981, 2.466], [-2.149, -1.383, 3.239], [-2.632, -2.774, 1.434], [-4.039, 0.004, 1.146], [-2.522, -1.520, -0.684], [-3.317, 0.237, -1.882], [-2.243, 1.380, -1.238], [-1.238, -1.787, -2.377], [0.804, -2.423, -2.093], [1.278, -0.733, -1.389], [-0.605, -3.491, 1.461], [0.408, -4.504, 0.355], [-0.533, -5.064, -1.725], [2.243, -3.022, 1.388], [3.527, -3.203, -1.408], [3.249, -4.490, -0.092], [1.946, -4.148, -1.315], [0.943, -0.141, 0.755], [0.459, -2.318, 2.917], [-0.167, -0.636, 3.346], [2.818, -1.442, 2.726], [2.971, 0.781, 2.163], [2.031, -1.966, 4.973], [1.070, -0.320, 5.082], [2.897, 0.842, 5.306], [3.961, -0.116, 4.526], [3.872, 2.820, 6.387], [4.521, 3.473, 6.675], [4.067, 2.042, 6.925], [6.211, 1.134, -1.780], [6.670, 1.720, -2.393], [5.284, 1.273, -1.990], [-3.828, -4.113, -2.424], [-3.188, -4.218, -1.712], [-4.360, -4.921, -2.385], [-0.863, 0.435, 5.907], [-1.812, 0.622, 5.886], [-0.620, 0.569, 6.830], [-3.249, -3.363, -5.335], [-3.569, -3.694, -4.484], [-4.047, -3.066, -5.787], [4.021, 3.521, -6.140], [3.568, 3.004, -5.459], [4.176, 2.887, -6.850], [-3.340, -0.840, 6.715], [-3.808, -1.349, 7.387], [-3.190, -1.475, 6.005], [-2.522, 2.881, 6.531], [-3.121, 3.601, 6.761], [-1.644, 3.274, 6.601], [4.584, 4.064, -3.165], [5.492, 3.756, -3.073], [4.461, 4.147, -4.120], [2.271, 7.351, -1.792], [3.168, 7.006, -1.708], [2.142, 7.435, -2.745], [-3.200, -6.224, 1.186], [-2.722, -5.635, 0.592], [-4.130, -6.041, 1.001], [-6.472, -4.542, -2.940], [-7.268, -4.283, -3.420], [-5.916, -3.753, -2.966], [-5.821, 0.505, -2.267], [-5.373, 1.096, -2.884], [-6.758, 0.646, -2.446]], "mulliken_charge": [-0.7887, -0.6620, -0.2436, 0.1851, -0.9644, 0.4200, 1.1517, -0.9573, -1.0350, -0.0608, 0.5871, 1.2104, -0.7187, -0.3947, 0.5806, -0.2285, -0.2555, 0.5697, -0.3027, -0.1937, 0.6463, -0.2071, -0.2385, -0.0958, -2.6811, 2.8344, -2.0469, 0.2263, -0.4305, -0.0851, -1.0662, -0.3595, -0.4005, -0.8303, -0.1373, -0.5091, -0.1475, -0.6664, 0.1595, 0.3438, 0.1993, 0.2706, 0.3550, 0.3681, 0.0274, 0.4411, -0.4237, 0.6698, 0.0982, -0.1224, -0.0082, 0.3128, 0.1953, 0.4197, 0.0932, 1.0517, 0.2701, 0.5334, 0.1833, 0.5542, 0.2774, 0.4992, 0.3233, 0.3181, 0.2364, 0.0018, 0.3565, 0.0314, 0.1698, 0.3581, 0.2707, -0.0644, 0.3614, 0.2877, -0.6404, 0.3070, 0.3243, -0.6402, 0.3006, 0.2777, -0.5434, 0.1789, 0.3854, -0.5358, 0.3064, 0.1970, -0.6120, 0.3488, 0.3107, -0.7103, 0.3341, 0.3238, -0.6000, 0.2993, 0.2881, -0.5939, 0.2827, 0.3083, -0.5890, 0.2732, 0.3309, -0.6091, 0.3041, 0.2998, -0.6618, 0.3376, 0.3161, -0.6209, 0.3012, 0.3078, -0.6006, 0.2938, 0.2961]}

=====

[2]
{"formula": "C19H64AsF6O13", "method": "ωB97M-V with the def2-TZVPD basis set", "de_lowest_kcal_mol": 45.03, "total_charge": -1, "homo_ev": -7.43, "largest_force_ev_per_a": 2.74, "orbital_gap_ha": 0.352, "elements": ["As", "F", "F", "F", "F", "F", "F", "C", "C", "C", "O", "H", "H", "H", "H", "H", "H", "H", "H", "C", "C", "C", "O", "H", "H", "H", "H", "H", "H", "H", "H", "C", "C", "C", "O", "H", "H", "H", "H", "H", "H", "H", "H", "C", "O", "H", "H", "H", "H", "C", "O", "H", "H", "H", "H", "C", "O", "H", "H", "H", "H", "C", "O", "H", "H", "H", "H", "C", "O", "H", "H", "H", "H", "C", "O", "H", "H", "H", "H", "C", "O", "H", "H", "H", "H", "C", "O", "H", "H", "H", "H", "C", "O", "H", "H", "H", "H", "C", "O", "H", "H", "H", "H"], "positions_angstrom": [[-5.771, -4.300, 6.793], [-6.436, -5.776, 7.573], [-7.394, -4.010, 6.069], [-5.001, -2.828, 6.118], [-4.118, -4.742, 7.416], [-5.356, -5.159, 5.238], [-6.287, -3.340, 8.240], [-4.974, -10.509, 6.589], [-4.645, -9.747, 7.893], [-4.448, -8.223, 7.595], [-5.712, -9.906, 8.853], [-5.925, -10.339, 6.085], [-4.975, -11.587, 6.748], [-4.159, -10.415, 5.871], [-3.760, -10.208, 8.332], [-5.259, -7.681, 7.108], [-3.623, -8.117, 6.891], [-4.283, -7.694, 8.534], [-6.477, -9.428, 8.524], [-1.942, -2.025, 8.036], [-2.067, -1.702, 9.542], [-3.350, -2.289, 10.096], [-1.040, -2.265, 10.401], [-2.819, -1.673, 7.491], [-1.965, -3.109, 7.926], [-1.047, -1.614, 7.569], [-2.131, -0.630, 9.729], [-3.430, -3.347, 9.847], [-4.240, -1.814, 9.683], [-3.439, -2.361, 11.180], [-0.763, -3.110, 10.040], [-5.337, -5.647, 10.863], [-6.120, -5.458, 12.159], [-7.614, -5.815, 12.171], [-5.589, -6.437, 13.025], [-5.395, -6.667, 10.482], [-4.255, -5.535, 10.928], [-5.719, -5.000, 10.073], [-5.825, -4.447, 12.439], [-8.094, -5.536, 13.109], [-7.779, -6.868, 11.941], [-8.136, -5.312, 11.357], [-5.983, -6.286, 13.887], [-3.971, -7.752, 3.663], [-3.404, -8.392, 2.549], [-3.600, -6.736, 3.801], [-5.004, -7.449, 3.496], [-3.887, -8.381, 4.548], [-3.790, -9.265, 2.447], [-2.077, -2.334, 4.412], [-1.815, -1.637, 3.174], [-2.620, -3.246, 4.165], [-1.201, -2.592, 5.009], [-2.723, -1.732, 5.051], [-0.895, -1.375, 3.257], [-5.990, -5.772, 1.236], [-5.722, -4.588, 1.931], [-6.684, -6.455, 1.727], [-6.526, -5.555, 0.312], [-5.040, -6.273, 1.051], [-5.699, -4.744, 2.878], [-6.542, -1.315, 10.980], [-7.315, -2.319, 10.399], [-7.192, -0.982, 11.788], [-5.567, -1.671, 11.313], [-6.440, -0.426, 10.358], [-6.798, -2.818, 9.764], [-7.124, -0.128, 7.309], [-8.293, 0.418, 7.879], [-6.714, 0.549, 6.559], [-6.422, -0.109, 8.143], [-7.169, -1.152, 6.939], [-9.024, 0.190, 7.299], [-10.319, -4.926, 4.604], [-11.127, -6.074, 4.573], [-10.232, -4.441, 3.632], [-10.689, -4.153, 5.278], [-9.311, -5.222, 4.897], [-12.009, -5.849, 4.269], [-9.520, -4.085, 8.075], [-10.498, -4.456, 8.964], [-9.594, -3.080, 7.659], [-8.590, -4.219, 8.628], [-9.450, -4.795, 7.252], [-10.639, -3.734, 9.580], [-8.976, -7.895, 8.853], [-7.732, -7.970, 8.123], [-9.783, -7.431, 8.286], [-9.141, -8.944, 9.096], [-8.831, -7.283, 9.743], [-7.376, -7.085, 8.009], [-8.422, -7.727, 4.946], [-9.023, -7.482, 3.682], [-7.687, -8.523, 4.831], [-7.945, -6.864, 5.411], [-9.143, -8.113, 5.666], [-9.838, -6.986, 3.789], [-7.089, -1.548, 3.957], [-8.262, -2.023, 4.440], [-7.428, -0.684, 3.385], [-6.378, -1.234, 4.721], [-6.599, -2.282, 3.317], [-7.991, -2.637, 5.126]], "mulliken_charge": [2.0694, -0.1754, -0.1632, -0.6048, -0.6065, -0.5035, -0.2222, -1.2626, 0.3731, -0.7497, -0.6118, 0.1423, 0.3950, 0.3562, 0.3397, -0.2240, 0.5305, 0.2490, 0.3789, -0.8198, -0.0463, -0.3662, -0.6152, 0.1090, 0.2338, 0.3497, 0.3692, -0.0538, -0.0569, 0.4921, 0.3596, -0.8737, 0.4123, -1.0556, -0.5759, 0.2498, 0.4098, -0.0030, 0.1634, 0.4598, 0.3339, 0.0655, 0.3372, 0.1718, -0.5832, 0.1181, -0.0967, 0.0298, 0.3174, -0.2572, -0.5282, 0.0933, 0.3116, 0.0859, 0.3039, -0.5595, -0.5421, 0.1692, 0.2719, 0.2839, 0.2402, -0.5323, -0.4789, 0.3576, 0.1393, 0.1479, 0.2684, -0.1674, -0.5786, 0.3837, 0.0110, -0.0464, 0.3021, 0.0008, -0.5527, 0.3742, 0.3900, -0.4715, 0.2594, 0.1223, -0.5648, 0.3144, -0.0258, -0.2776, 0.3360, -0.4942, -0.2340, 0.2264, 0.2686, 0.0299, 0.3386, -0.0168, -0.6642, 0.0899, -0.2549, 0.3126, 0.4265, -0.2101, -0.6224, 0.3369, -0.0218, 0.0910, 0.2678]}